[1]
DFT (wB97M-V/def2-TZVPD) results for a cluster of 2 separate species, C5H12NO2 in total at a distorted geometry.

Structure (XYZ):
```
20
Properties=species:S:1:pos:R:3:forces:R:3
C 1.1645 -1.2238 0.5287 1.57 1.15 4.18
O 1.8616 -0.8379 1.7095 0.34 -1.82 0.26
C 0.7305 0.1801 0.0489 -0.73 2.18 0.14
C -0.4917 0.1766 -0.8700 0.75 -0.26 -3.53
C -0.8312 -1.2188 -1.3849 0.13 1.60 1.58
C -0.5206 -1.8204 -2.5035 0.28 -1.98 -1.24
N 0.4559 1.0252 1.2708 -1.75 -0.78 1.76
H 0.3359 -1.9694 0.8627 0.43 1.20 -1.07
H 1.9247 -1.7749 0.0195 -0.04 -0.37 -1.68
H 1.3471 0.8972 -0.5902 0.75 -1.81 1.19
H -1.3175 0.7734 -0.5146 -0.42 -0.21 0.33
H -0.1307 0.6974 -1.8484 -0.90 -0.46 1.39
H -1.1991 -1.9157 -0.6601 -1.01 0.05 0.43
H 0.2042 -1.6084 -3.3135 -0.89 0.61 0.48
H -0.9558 -2.8395 -2.5040 0.74 0.34 -0.55
H 0.5530 0.3920 2.1751 -0.03 0.58 -2.71
H 1.1904 1.6568 1.5444 0.63 0.03 -0.87
H -0.8414 3.5373 2.2769 1.20 0.05 0.24
H -1.7457 2.4533 1.7466 0.36 1.42 0.28
O -1.7339 3.4194 2.0061 -1.42 -1.53 -0.60
```
Positions in Å, forces in eV/Å.

Properties
* spin multiplicity: 1
* total charge: -1

These are the Löwdin partial charges, in e, on atoms 1 to 5: -0.38, -0.46, -0.38, -0.19, -0.24

=====

[2]
DFT (wB97M-V/def2-TZVPD) results for a cluster of 2 separate species, C5H12NO2 in total at a distorted geometry.

Structure (XYZ):
```
20
Properties=species:S:1:pos:R:3:forces:R:3
C 0.2245 -1.2619 0.1582 -0.15 -0.14 -1.10
N 1.3741 -0.9546 1.0015 -0.15 0.56 -0.11
C 2.6646 -0.7231 0.2141 -0.28 -0.14 0.45
O 2.7809 0.4009 -0.4818 -0.02 0.06 -0.14
C -0.2941 -0.0881 -0.7218 -0.52 0.09 0.85
C -1.4629 0.6475 -0.0225 0.76 -0.48 0.27
C -1.4980 2.1436 -0.3381 -0.14 -0.38 0.36
O -2.7158 -2.2207 0.7426 -0.29 -0.10 0.01
H -0.6378 -1.6546 0.7011 0.06 -0.03 0.39
H 0.5009 -2.0776 -0.5180 0.23 -0.07 0.04
H 1.1415 -0.0251 1.3557 0.35 -0.02 0.37
H 2.7051 -1.6812 -0.3749 0.20 0.06 -0.08
H 3.4441 -0.8136 1.0200 0.06 -0.15 -0.03
H 0.5164 0.6322 -0.8349 0.20 -0.26 -0.48
H -0.6348 -0.5104 -1.6674 0.08 0.25 -0.31
H -2.3910 0.0806 -0.1134 -0.14 0.18 -0.32
H -1.2498 0.5358 1.0492 -0.09 0.26 0.05
H -1.5631 2.3933 -1.3978 -0.08 -0.15 -0.15
H -0.5687 2.5733 0.0404 0.01 0.19 -0.07
H -2.3361 2.6039 0.1878 -0.10 0.27 -0.03
```
Positions in Å, forces in eV/Å.

Properties
* spin multiplicity: 2
* <S²>: 0.76
* total charge: -2

These are the Löwdin partial charges, in e, on atoms 1 to 5: -0.29, -0.09, -0.59, -0.36, -0.21

=====

[3]
DFT (wB97M-V/def2-TZVPD) results for a cluster of 2 separate species, C5H12NO2 in total at a distorted geometry.

Structure (XYZ):
```
20
Properties=species:S:1:pos:R:3:forces:R:3
O 0.8756 -0.8548 -2.4471 0.15 0.11 0.20
C 1.5291 -0.2505 -1.6343 -0.40 0.07 -0.42
C 0.9047 0.1348 -0.3044 0.74 -0.72 0.06
N -0.5569 -0.1125 -0.3790 0.01 0.50 -0.24
C -1.0182 -0.3279 1.0292 0.87 -0.67 -0.10
C 0.1765 -1.0204 1.7244 -0.09 -0.49 -0.42
C 1.4249 -0.7926 0.8183 -0.87 0.53 0.62
H 2.5803 0.0095 -1.8230 0.03 0.01 0.18
H 1.0720 1.1705 -0.0235 -0.07 0.18 -0.20
H -0.9807 0.7189 -0.8328 -0.42 0.08 0.25
H -0.7594 -0.8767 -1.0258 0.28 -0.36 0.04
H -1.1301 0.6592 1.4352 -0.53 0.36 0.27
H -1.9164 -0.9374 1.0463 -0.17 0.34 0.00
H 0.0046 -2.0966 1.8424 -0.07 0.29 -0.02
H 0.3126 -0.6085 2.7145 0.04 0.08 0.17
H 1.7564 -1.7439 0.4159 0.31 0.02 0.02
H 2.1896 -0.2872 1.4127 0.19 -0.32 -0.42
H -1.9559 2.6526 -2.0640 0.03 -0.24 0.58
H -2.6796 2.3249 -0.7168 0.48 0.11 -0.42
O -1.8291 2.2385 -1.1886 -0.51 0.12 -0.15
```
Positions in Å, forces in eV/Å.

Properties
* spin multiplicity: 1
* total charge: +1

These are the Löwdin partial charges, in e, on atoms 1 to 5: 0.09, -0.16, -0.22, 0.07, -0.08

=====

[4]
DFT (wB97M-V/def2-TZVPD) results for the ion C5H12NO3 with charge +1 at a distorted geometry.

Structure (XYZ):
```
21
Properties=species:S:1:pos:R:3:forces:R:3
C 0.2691 1.9981 -0.1409 0.94 0.23 2.98
C -1.0183 1.3181 0.0961 -2.98 -0.10 0.16
C 1.4383 1.1016 0.1484 1.78 2.02 -1.71
C 0.0943 -0.7578 -0.6681 -0.18 -1.32 -4.38
C 0.1986 -1.6419 0.4744 -4.03 1.76 -0.21
N -1.1096 0.1050 -0.7455 -1.49 -1.78 -2.39
O 1.5356 0.7518 1.4273 -3.23 2.80 0.75
O 0.4075 -1.2328 -1.9663 -0.56 -1.12 2.49
O -1.1553 -2.1684 0.6372 0.96 -1.03 0.70
H 0.2547 2.5100 -1.0534 0.45 0.61 -1.44
H 0.2675 2.7438 0.6964 0.20 0.06 -0.78
H -1.2172 0.9867 1.1103 0.59 -0.06 0.30
H -1.9525 1.9147 -0.1248 1.22 -0.30 -0.04
H 2.3254 0.9333 -0.4935 -0.88 0.24 0.29
H 0.4052 -1.0739 1.3135 0.37 1.00 1.84
H 0.9263 -2.3265 0.3757 2.44 -2.78 -0.71
H -1.8327 -0.6235 -0.4005 0.49 1.59 -0.47
H -1.3878 0.3740 -1.8109 1.20 -1.07 2.99
H 2.1362 0.1114 1.6011 3.26 -2.87 0.69
H 0.4939 -2.2351 -1.8679 0.08 1.77 -0.55
H -1.0792 -2.7886 1.3914 -0.63 0.34 -0.52
```
Positions in Å, forces in eV/Å.

Properties
* spin multiplicity: 3
* <S²>: 2.01
* total charge: +1

These are the Löwdin partial charges, in e, on atoms 1 to 5: -0.14, -0.15, -0.21, -0.27, -0.15

=====

[5]
DFT (wB97M-V/def2-TZVPD) results for the ion C5H12NOS with charge -1 at a distorted geometry.

Structure (XYZ):
```
20
Properties=species:S:1:pos:R:3:forces:R:3
C 0.3760 0.4725 1.0568 2.09 1.70 -0.97
C 0.0569 2.0583 0.8580 1.75 -0.20 -0.60
S -0.9116 2.9210 2.1462 1.65 1.81 0.07
C -0.7287 -0.5223 0.7805 -2.85 -1.60 3.34
N -1.0633 -0.7882 -0.5715 1.80 3.41 -1.87
C 0.0684 -0.4442 -1.4537 -0.38 -1.79 -4.28
C 1.0115 -1.8228 -1.5947 0.81 1.81 2.04
O 0.3053 -2.8596 -1.9102 -1.19 -1.02 -1.70
H 1.1907 0.2218 0.3068 -0.64 0.52 1.32
H 0.8494 0.4810 2.0549 -0.54 -0.71 -0.23
H 1.1053 2.6965 0.6949 -2.81 -1.73 0.60
H -0.6037 2.2817 0.0334 0.48 -0.51 -0.86
H -1.6427 1.9849 2.6015 -1.11 -1.80 0.50
H -1.6523 0.0159 1.2245 0.85 -1.05 -0.06
H -0.6529 -1.5668 1.3751 0.34 2.40 -0.82
H -1.2280 -1.6797 -0.9849 -0.29 -1.71 0.97
H -0.4265 -0.3493 -2.5128 0.84 -0.38 1.45
H 0.6004 0.5088 -1.4281 -0.19 0.02 0.83
H 2.0220 -1.5570 -2.1535 -1.34 -0.21 0.20
H 1.3238 -2.0525 -0.5231 0.73 1.05 0.04
```
Positions in Å, forces in eV/Å.

Properties
* SMILES: [O-]CCNCCCS
* spin multiplicity: 1
* total charge: -1

These are the Löwdin partial charges, in e, on atoms 1 to 5: -0.26, -0.56, 0.64, -0.31, -0.10

=====

[6]
DFT (wB97M-V/def2-TZVPD) results for the ion C5H12NOS with charge -1 at a distorted geometry.

Structure (XYZ):
```
20
Properties=species:S:1:pos:R:3:forces:R:3
C 0.9949 1.5829 0.3789 0.18 -0.71 -1.49
C 1.9186 0.8358 1.3278 -0.65 -0.77 0.30
O 1.2491 -0.2005 2.0571 0.12 0.32 -0.25
C 0.7278 0.6897 -0.8669 0.41 0.61 0.43
N 0.0407 -0.5205 -0.4382 0.42 -0.18 -0.66
C -1.4240 -0.4144 -0.2987 -0.27 -0.24 -0.53
C -2.0799 -1.7466 -0.6597 -0.48 -0.20 0.93
S -3.9164 -1.7283 -0.6162 0.35 0.20 -0.21
H -0.0107 1.7810 0.7443 0.24 0.46 0.65
H 1.5275 2.4752 0.0349 -0.36 0.26 0.14
H 2.6885 0.3581 0.6965 0.21 0.35 0.25
H 2.3736 1.4971 2.0669 0.08 -0.04 -0.06
H 0.7454 -0.6796 1.3620 0.08 0.12 0.13
H 0.2121 1.2605 -1.6554 -0.40 -0.05 0.22
H 1.6857 0.4394 -1.3355 0.08 -0.27 0.22
H 0.2507 -1.2419 -1.1231 -0.27 -0.02 0.17
H -1.8386 0.3789 -0.9369 0.11 -0.02 -0.01
H -1.6820 -0.1822 0.7322 -0.05 0.12 0.09
H -1.6900 -2.1458 -1.6025 0.00 0.23 -0.14
H -1.7730 -2.4388 0.1326 0.20 -0.17 -0.18
```
Positions in Å, forces in eV/Å.

Properties
* SMILES: OCCCNCC[S-]
* spin multiplicity: 1
* total charge: -1

These are the Löwdin partial charges, in e, on atoms 1 to 5: -0.18, -0.28, -0.11, -0.26, -0.11

=====

[7]
DFT (wB97M-V/def2-TZVPD) results for a cluster of 2 separate species, C5H12NP in total at a distorted geometry.

Structure (XYZ):
```
19
Properties=species:S:1:pos:R:3:forces:R:3
C 1.9153 -1.9703 -0.1907 -1.42 -0.69 -0.18
C -1.0597 0.9375 0.0305 1.06 -1.85 0.96
C 3.0553 -1.4034 0.5690 -1.24 -1.58 -1.31
C -0.4404 2.0662 0.7100 -1.64 0.02 1.39
C -2.1638 1.1820 -0.9180 1.83 -2.15 -0.81
N -1.2679 -1.6069 -0.6915 -1.63 -0.46 2.08
P -0.2100 -0.5556 0.1394 -1.08 1.92 0.79
H 1.4378 -2.8078 0.4163 0.36 0.80 -0.18
H 3.5192 -2.2762 1.0240 1.01 0.21 -0.17
H 2.5499 -0.9627 1.3711 -0.25 1.32 1.52
H 3.5450 -0.7418 -0.1148 1.09 0.37 0.41
H -1.0264 2.7144 1.3690 -0.55 -0.66 0.28
H -0.2169 2.7308 -0.0154 1.30 2.42 -2.63
H 0.4181 1.7871 1.2100 1.96 -0.47 1.21
H -3.0374 1.6184 -0.5252 -1.08 0.48 0.42
H -2.2467 0.1449 -1.3033 -1.19 0.91 -0.42
H -1.6798 1.7818 -1.6874 -0.49 0.40 -0.30
H -0.5719 -2.1214 -1.1163 1.48 -2.16 -1.97
H -1.7026 -2.2862 -0.0010 0.50 1.19 -1.08
```
Positions in Å, forces in eV/Å.

Properties
* spin multiplicity: 1

These are the Löwdin partial charges, in e, on atoms 1 to 5: -0.13, -0.59, -0.25, -0.17, -0.12

=====

[8]
DFT (wB97M-V/def2-TZVPD) results for an isolated molecule of C5H12NS at a distorted geometry.

Structure (XYZ):
```
19
Properties=species:S:1:pos:R:3:forces:R:3
C -1.9251 -1.0672 -0.9250 -0.62 -0.36 -0.53
N -1.2198 -0.1575 -0.0663 -0.51 -0.58 0.83
C 0.1887 0.0059 -0.1922 1.21 0.57 -1.33
C 0.6878 1.1605 0.6776 -0.12 -0.64 0.65
S 2.3979 1.6051 0.4897 0.05 0.18 -0.18
C 0.9753 -1.2900 -0.0096 0.04 0.74 0.67
C -3.3276 -1.3699 -0.3971 0.55 -0.32 -0.02
H -1.4067 -2.0215 -1.0604 0.23 0.17 0.44
H -2.0395 -0.7109 -1.9548 0.11 0.37 -0.21
H -1.7754 0.6474 0.1813 0.30 0.15 -0.16
H 0.4971 0.3490 -1.2037 -0.38 -0.07 -0.15
H 0.6456 0.8882 1.7432 -0.25 0.03 0.04
H 0.0392 2.0231 0.5480 0.00 0.25 0.02
H 0.7336 -1.7254 0.9571 -0.23 -0.41 -0.03
H 0.8132 -1.9529 -0.8458 -0.11 -0.39 0.02
H 2.0340 -1.0435 0.0299 0.11 -0.01 -0.20
H -3.2512 -1.8750 0.5614 -0.06 0.10 0.24
H -3.8234 -2.0628 -1.0744 -0.17 0.12 -0.12
H -3.9211 -0.4666 -0.2897 -0.13 0.09 0.00
```
Positions in Å, forces in eV/Å.

Properties
* spin multiplicity: 2
* <S²>: 0.75

These are the Löwdin partial charges, in e, on atoms 1 to 5: -0.30, -0.06, -0.52, -0.62, 0.67

=====

Asked for E across the records above, the calculation gives -10961.586 -10958.877 -10958.346 -13000.036 -19749.565 -19752.934 -16152.734 -17703.479 eV in order.
Asked for molar mass across the records above, the calculation gives 118.16 118.16 118.16 134.16 134.22 134.22 117.13 118.22 g/mol in order.